[1]
Density functional theory data (the ωB97M-V functional and the def2-TZVPD basis) for an isolated molecule of C17H26N2O3.

The geometry in XYZ format:
```
48
Properties=species:S:1:pos:R:3
C 1.71 2.08 1.22
H 0.68 2.16 0.87
H 1.80 1.20 1.85
C 2.69 2.01 0.05
H 3.67 1.74 0.43
H 2.78 3.01 -0.39
C 2.31 1.05 -1.09
C 1.12 1.55 -1.90
H 0.24 1.62 -1.28
H 1.34 2.54 -2.31
H 0.91 0.87 -2.71
H 3.18 0.98 -1.75
C 2.02 -0.40 -0.62
N 0.73 -0.57 0.01
C -0.17 -1.46 -0.54
O -0.10 -1.83 -1.69
N -1.16 -1.84 0.31
H -1.12 -1.55 1.28
C -2.15 -2.82 -0.05
C -3.53 -2.47 0.50
H -3.45 -2.29 1.58
H -4.18 -3.34 0.36
C -4.17 -1.26 -0.18
C -3.41 0.02 0.01
C -3.20 0.54 1.28
C -2.53 1.73 1.46
C -2.09 2.45 0.36
C -2.30 1.94 -0.91
C -2.94 0.73 -1.08
H -3.09 0.34 -2.08
H -1.96 2.50 -1.78
H -1.58 3.39 0.49
H -2.38 2.12 2.45
H -3.58 0.01 2.15
H -5.18 -1.14 0.22
H -4.26 -1.47 -1.25
H -1.85 -3.81 0.32
H -2.16 -2.85 -1.14
H 0.75 -0.49 1.02
C 3.10 -0.89 0.32
O 2.92 -1.19 1.47
O 4.29 -0.94 -0.28
C 5.38 -1.38 0.53
H 5.21 -2.39 0.89
H 5.51 -0.72 1.39
H 6.26 -1.35 -0.11
H 2.01 -1.04 -1.51
H 1.93 2.95 1.83
```

As for the relative energy (zero: lowest compared OMol25 entry of this formula, charge and spin): 11.9 kcal/mol. The frontier orbital gap is 9.44 eV. The highest occupied orbital energy comes out at -8.64 eV.

These are the Löwdin partial charges, in e, on atoms 1 to 4: -0.08, 0.05, 0.06, -0.20

***

[2]
Density functional theory data (the ωB97M-V functional and the def2-TZVPD basis) for a cluster of 3 separate species, C17H26N2O4 in total.

The geometry in XYZ format:
```
49
Properties=species:S:1:pos:R:3
C 2.05 -1.21 -5.58
O 1.19 -2.33 -5.60
C 0.87 -2.81 -4.31
C -0.04 -1.85 -3.54
O -0.93 -2.58 -2.73
C -2.30 -2.37 -3.01
O 0.67 -0.91 -2.77
C 1.30 -1.42 -1.60
C 0.53 -1.03 -0.34
C 0.34 0.48 -0.23
O 1.21 -1.56 0.80
H 1.52 -0.28 -5.36
H 2.85 -1.33 -4.84
H 2.50 -1.13 -6.58
H 1.79 -3.00 -3.74
H 0.35 -3.76 -4.45
H -0.59 -1.24 -4.26
H -2.59 -1.34 -2.79
H -2.53 -2.60 -4.05
H -2.86 -3.04 -2.36
H 1.40 -2.51 -1.64
H 2.30 -0.99 -1.56
H -0.43 -1.54 -0.37
H 1.18 1.02 -0.68
H 0.28 0.74 0.82
H -0.58 0.81 -0.72
H 2.08 -1.13 0.86
N -2.51 1.33 1.65
C -3.73 1.88 1.68
C -4.47 2.03 2.84
C -3.93 1.58 4.03
C -2.67 1.00 4.01
C -2.01 0.89 2.80
H -4.12 2.23 0.73
H -5.45 2.49 2.80
H -4.48 1.68 4.96
H -2.21 0.62 4.91
H -1.03 0.42 2.74
N 2.97 1.78 2.00
C 1.83 2.45 2.08
C 1.18 2.72 3.28
C 1.76 2.28 4.46
C 2.96 1.59 4.39
C 3.52 1.37 3.14
H 1.39 2.77 1.14
H 0.24 3.25 3.28
H 1.28 2.47 5.41
H 3.45 1.23 5.28
H 4.46 0.83 3.05
```

As for the relative energy (zero: lowest compared OMol25 entry of this formula, charge and spin): 103.5 kcal/mol. The frontier orbital gap is 10.03 eV. The highest occupied orbital energy comes out at -9.28 eV.

These are the Löwdin partial charges, in e, on atoms 1 to 4: -0.10, -0.17, -0.14, -0.37

***

[3]
Density functional theory data (the ωB97M-V functional and the def2-TZVPD basis) for an isolated molecule of C17H26N2O4S.

The geometry in XYZ format:
```
50
Properties=species:S:1:pos:R:3
O 0.47 1.47 1.73
O -0.69 -1.29 -2.92
O 1.40 -1.75 0.56
O 1.81 -0.51 -1.84
S 5.03 3.95 3.55
C 1.21 0.71 1.09
C -0.72 -0.68 -1.88
C 6.49 3.79 4.51
C 7.33 2.78 4.14
C 6.74 2.07 3.06
C 5.53 2.55 2.57
N 2.53 0.92 1.13
N -2.04 -0.50 -1.36
C -2.23 0.74 -0.42
C 4.71 1.75 1.65
C 3.22 1.80 1.97
C -5.48 -2.81 -2.31
C -5.15 -1.62 -3.24
C -5.35 -2.61 -0.85
C -3.78 -0.99 -2.90
C -4.28 -1.63 -0.49
C -3.18 -1.53 -1.61
C 0.62 -0.56 0.30
C 0.56 -0.15 -1.16
H 2.23 -1.79 -0.02
H 1.66 -1.05 -2.62
H 6.73 4.50 5.42
H 8.02 2.33 4.88
H 7.05 1.11 2.63
H 3.01 0.34 0.43
H -3.15 1.23 -0.64
H -2.30 0.17 0.56
H -1.45 1.41 -0.54
H 4.83 2.03 0.64
H 5.04 0.70 1.74
H 2.79 2.80 1.68
H 3.00 1.59 3.04
H -4.88 -3.69 -2.64
H -6.53 -2.98 -2.51
H -6.00 -0.94 -3.35
H -4.96 -2.04 -4.17
H -5.15 -3.66 -0.40
H -6.40 -2.24 -0.53
H -3.93 0.13 -2.91
H -3.01 -1.13 -3.74
H -3.93 -1.85 0.52
H -4.70 -0.61 -0.55
H -2.71 -2.49 -1.73
H -0.41 -0.71 0.71
H 0.40 0.95 -1.18
```

As for the relative energy (zero: lowest compared OMol25 entry of this formula, charge and spin): 77.0 kcal/mol. The frontier orbital gap is 9.19 eV. The highest occupied orbital energy comes out at -8.74 eV.

These are the Löwdin partial charges, in e, on atoms 1 to 4: 0.04, 0.08, -0.03, -0.01

***

Record order is preserved below.
E_tot: -998.67346; -1073.77621; -1471.94069 hartree